1.
Formula: C3H8I2NO
Source: OMol25
Level of theory: wB97M-V/def2-TZVPD

Computed properties:
E_HOMO = -13.2 eV
lowest unoccupied orbital energy = -4.73 eV
charge = +1
max |F| = 3.14 eV/A

The geometry in XYZ format:
```
15
Properties=species:S:1:pos:R:3:nbo_charge:R:1
C -0.4931 1.8683 -1.3363 -0.632
C -0.0134 0.4447 -0.9413 -0.255
C -0.2705 -0.1164 1.3079 0.098
N -0.7173 -0.2030 0.0911 -0.458
O 0.9552 -2.4072 1.5584 -0.929
I 1.4467 0.9060 1.9605 0.352
I 0.5257 -3.6060 -0.0645 0.454
H -0.0584 2.1765 -2.2593 0.250
H -1.6011 2.0356 -1.4326 0.238
H -0.0525 2.5744 -0.5962 0.226
H 1.0115 0.4439 -0.6227 0.223
H -0.0046 -0.2528 -1.7374 0.231
H -0.8287 -0.5681 2.1284 0.248
H -1.6479 -0.5845 -0.0834 0.450
H 1.7484 -2.7116 2.0275 0.504
```

---

2.
Formula: C4H13NO6
Source: OMol25
Level of theory: wB97M-V/def2-TZVPD

Computed properties:
E_HOMO = -9.6 eV
lowest unoccupied orbital energy = 0.22 eV
SMILES = CC(=O)NCC(=O)O.O.O.O
max |F| = 6.00 eV/A

The geometry in XYZ format:
```
24
Properties=species:S:1:pos:R:3:nbo_charge:R:1
C -0.2610 -2.1974 0.4716 -0.724
C -0.0540 -2.0898 -1.0345 0.695
N -0.6948 -1.0125 -1.7821 -0.658
C -1.4943 0.0425 -1.1737 -0.345
C -0.8721 1.4423 -1.2560 0.818
O 0.4268 1.3976 -0.8603 -0.753
O -1.4420 2.4572 -1.6538 -0.572
O 0.6635 -2.8226 -1.6497 -0.586
H -1.3744 -2.4569 0.5921 0.226
H 0.2878 -2.8550 0.9792 0.234
H -0.1504 -1.3205 1.0553 0.244
H -0.1640 -0.8758 -2.6668 0.417
H -2.5515 -0.0010 -1.6472 0.214
H -1.8123 -0.0155 -0.1568 0.250
H 0.7089 2.1143 -0.2390 0.523
H 3.4241 0.1590 -0.6129 0.470
H 2.0212 -0.2725 -0.1978 0.491
O 2.9656 -0.0832 0.1286 -0.959
H -1.9428 2.3801 1.3840 0.491
H -0.4957 1.8291 1.7312 0.491
O -1.0302 2.1248 1.0797 -0.976
H 1.8294 0.8087 1.9421 0.505
H 1.0509 0.5491 3.2133 0.469
O 0.9614 0.6978 2.3534 -0.964
```

---

3.
Formula: C6H19Na2O9P2
Source: OMol25
Level of theory: wB97M-V/def2-TZVPD

Computed properties:
E_HOMO = -12.2 eV
lowest unoccupied orbital energy = -4.63 eV
charge = +1
max |F| = 2.12 eV/A

The geometry in XYZ format:
```
38
Properties=species:S:1:pos:R:3:nbo_charge:R:1
Na 36.9498 -3.9196 3.6408 0.982
Na 38.4799 -6.4028 1.4171 0.995
O 38.8481 -5.1588 3.2410 -1.420
H 39.1871 -5.0809 4.1269 0.449
C 38.7974 -6.2758 6.5308 -0.265
O 40.1622 -6.6365 6.6764 -0.810
P 40.5538 -8.1392 7.1405 2.569
O 39.8368 -9.2297 6.4930 -1.111
O 42.1320 -8.0824 6.9303 -0.802
C 42.6853 -8.6709 5.7426 -0.246
O 40.4116 -8.1327 8.7278 -0.814
C 39.7779 -9.2269 9.4117 -0.251
H 38.3365 -5.4606 7.0922 0.188
H 38.2147 -7.1401 6.8694 0.197
H 38.5989 -6.1506 5.4660 0.170
H 41.9328 -8.6701 4.9556 0.187
H 43.1416 -9.6363 5.9411 0.199
H 43.4736 -8.0020 5.3928 0.190
H 39.4317 -10.0217 8.7560 0.211
H 38.9486 -8.8030 9.9744 0.188
H 40.5202 -9.6286 10.0996 0.195
C 41.6420 -3.9171 5.2333 -0.268
O 42.7711 -3.1564 5.6129 -0.798
P 44.2449 -3.6624 5.2565 2.570
O 45.3161 -2.7958 5.7194 -1.079
O 44.3125 -5.1709 5.7666 -0.824
C 45.5517 -5.8463 5.9174 -0.252
O 44.2187 -3.8858 3.6589 -0.824
C 44.0013 -2.7103 2.8487 -0.258
H 41.0818 -4.0678 6.1588 0.194
H 41.8326 -4.9300 4.8674 0.198
H 40.9490 -3.5195 4.4881 0.175
H 45.5795 -6.7587 5.3135 0.179
H 45.5118 -6.2840 6.9220 0.194
H 46.4072 -5.1933 5.7683 0.215
H 44.0596 -1.7676 3.3877 0.207
H 42.9624 -2.8431 2.5163 0.168
H 44.6254 -2.8124 1.9652 0.203
```

---

4.
Formula: C39H57NO14
Source: OMol25
Level of theory: wB97M-V/def2-TZVPD

Computed properties:
E_HOMO = -9.1 eV
lowest unoccupied orbital energy = -2.94 eV
max |F| = 19.90 eV/A

The geometry in XYZ format:
```
111
Properties=species:S:1:pos:R:3:mulliken_charge:R:1
C 2.7477 0.4122 0.5287 -0.230
C 1.6337 0.6642 -0.4343 0.326
O 1.8637 0.5952 -1.6773 -0.619
N 0.2167 0.6682 -0.0713 1.676
H -0.0843 1.2792 0.9177 0.278
H -0.1763 1.0512 -0.8143 0.096
C -0.4073 -0.7058 -0.1783 -3.074
H 3.7877 0.0702 -0.0773 -0.260
H 2.3257 -0.1878 1.1977 0.178
H 3.0527 1.4452 0.7457 0.356
H 0.0587 -1.2628 0.5407 1.005
H -0.2103 -1.0748 -1.0463 0.265
H -1.4513 -0.6178 -0.0393 1.047
O -0.7993 2.1542 1.8387 -0.847
H -0.7993 2.1532 2.7877 -0.045
C 0.4267 -0.2598 4.2457 -1.892
C -0.6773 -1.2478 3.8157 1.667
C -1.4673 -1.6908 4.9647 -1.971
O -1.5543 -0.6338 2.9397 -0.361
H 1.1297 -0.2248 5.0137 0.722
H -0.0533 0.5402 4.6077 0.699
H 1.0497 0.1182 3.3837 -0.090
H -0.0653 -1.9958 3.1887 -0.147
H -1.8963 -2.5128 4.9397 0.834
H -1.9943 -0.8088 5.5757 0.181
H -0.5933 -1.7178 5.5937 0.473
H -1.2233 0.0632 2.3967 -0.261
C -1.8583 5.8672 -1.2823 -1.109
C -2.1123 5.0502 -0.0223 0.757
C -3.4733 5.1052 0.6107 -1.251
O -1.8043 3.6702 -0.2393 -0.636
H -2.4283 6.9112 -1.4753 0.305
H -2.4133 5.2372 -2.0143 0.237
H -0.7723 5.9472 -1.6073 0.270
H -1.4153 5.5392 0.8147 0.071
H -3.6253 4.3942 1.4847 0.258
H -4.2663 4.8212 -0.2443 0.186
H -3.6163 6.1702 0.7947 0.440
H -1.5313 3.0462 0.4457 -0.050
C 2.6427 3.0522 3.1527 -0.932
C 2.0447 4.2032 2.1897 -0.824
C 3.1557 5.1452 1.5157 -1.218
O 1.5037 3.5592 1.0757 -0.451
H 3.5837 2.8462 2.9427 0.510
H 1.8627 2.3222 3.3437 -0.073
H 3.0097 3.3502 4.2287 0.323
H 1.5507 4.5522 2.7727 1.508
H 3.3607 5.8212 2.3467 0.416
H 2.7317 5.7182 0.6047 0.231
H 3.9757 4.5042 1.0437 0.254
H 0.6107 3.1642 1.2827 0.187
C -1.1703 0.5202 -3.9803 -2.307
C -1.8493 1.7422 -3.2653 1.187
C -3.2763 1.4182 -2.9083 -2.292
O -1.0563 1.9882 -2.1903 -0.161
H -1.0993 -0.3258 -3.4113 0.067
H -0.1873 0.8772 -4.2953 0.412
H -1.5653 0.2792 -4.8463 1.028
H -1.7323 2.5592 -3.8923 0.596
H -3.8133 0.7992 -3.7253 0.331
H -3.5553 2.1772 -2.5083 0.889
H -3.1213 0.7322 -2.1663 0.498
H -1.3653 2.5312 -1.6703 0.149
C 1.7627 -3.3068 -0.2343 -0.273
C 1.0897 -4.5408 -0.9153 -0.947
C 0.8497 -4.5128 -2.2743 0.108
O 0.4417 -5.4588 -2.9363 -0.602
C 1.0107 -3.2168 -2.9223 -0.438
C 1.6357 -2.0708 -2.3403 0.082
C 2.0667 -2.0278 -1.0603 0.187
O 2.6887 -1.0928 -0.4773 -0.472
H 2.0287 -3.3518 0.7697 0.622
H 1.2897 -5.3798 -0.3503 0.735
H 0.6707 -3.0968 -3.8773 0.538
H 1.6777 -1.1348 -2.9413 0.530
C -4.6463 -1.6668 1.8417 -0.877
C -3.2923 -1.6888 1.2147 -0.664
C -2.1523 -2.5718 1.7417 1.182
O -0.9883 -2.3838 1.4527 -0.292
C -2.5183 -3.6718 2.6437 -0.743
C -3.8213 -3.6718 3.2817 -0.404
C -4.8823 -2.7098 2.8367 0.424
O -5.9563 -2.7638 3.5307 -0.611
H -5.5443 -0.8918 1.4767 0.265
H -3.1693 -1.0888 0.3977 1.096
H -1.7943 -4.4208 2.9747 0.402
H -4.3393 -4.6178 3.6677 0.307
C 6.1597 -1.4128 0.7077 -0.504
C 6.2857 -2.1748 -0.6453 -0.329
C 7.1697 -1.6388 -1.8083 0.429
O 7.4957 -2.1738 -2.8303 -0.519
C 7.4437 -0.1668 -1.6173 -0.340
C 7.1877 0.5702 -0.3723 -0.095
C 6.6597 -0.0688 0.8157 0.687
O 6.6977 0.6152 1.8737 -0.594
H 5.7527 -1.9708 1.5197 0.433
H 6.0197 -3.3968 -0.9293 0.242
H 8.1787 0.3362 -2.2863 0.347
H 7.4677 1.8122 -0.3553 0.235
C -2.7773 -2.0438 -3.6843 0.496
C -3.6093 -2.7088 -4.7673 -0.767
C -3.9833 -4.2258 -4.4533 0.347
O -4.5753 -4.8558 -5.2843 -0.512
C -3.6063 -4.8208 -3.2253 -0.794
C -2.7733 -4.0808 -2.1493 -0.153
C -2.5063 -2.6398 -2.4303 0.068
O -1.9793 -1.9418 -1.4933 0.480
H -2.7263 -0.7568 -3.8633 -0.393
H -3.8073 -2.2438 -5.7093 0.517
H -3.8043 -5.8488 -3.2063 0.467
H -2.2423 -4.3938 -1.1013 0.289
```

---

5.
Formula: C27H46BrNOP2PtS
Source: OMol25
Level of theory: wB97M-V/def2-TZVPD

Computed properties:
E_HOMO (spin up / spin down) = -18.1 / -19.0 eV
2S+1 = 5
lowest unoccupied orbital energy (spin up / spin down) = -11.95 / -15.63 eV
charge = +4
max |F| = 3.87 eV/A

The geometry in XYZ format:
```
80
Properties=species:S:1:pos:R:3:lowdin_spin:R:1
N 4.3400 5.1985 1.7637 0.775
C 3.2425 4.8551 2.4408 0.076
C 2.9407 3.5216 2.7274 0.092
C 3.8181 2.5212 2.2730 0.011
C 5.0051 2.9159 1.6189 0.102
C 5.2065 4.2736 1.3569 0.083
C 3.4246 1.1450 2.4307 0.242
Pt -0.0134 -1.8156 -0.6376 0.280
P -2.3979 -2.3324 -0.8262 0.205
C 3.9742 0.1407 1.6771 -0.026
C 3.4587 -1.1481 1.5104 0.237
C 3.7604 -1.8230 0.2893 0.065
C 2.7493 -2.6121 -0.2235 0.113
C 1.5286 -2.3942 0.4395 0.287
C 1.4111 -2.3809 1.8379 0.082
C 2.4488 -1.6407 2.4032 0.030
Br -0.1604 -4.3638 -0.4512 0.052
H 2.6003 0.9477 3.1167 0.009
H 4.9370 0.2860 1.1855 -0.003
H 2.0410 3.2663 3.2731 0.008
H 5.7839 2.1946 1.3398 0.008
H 2.5773 5.6515 2.7774 0.014
H 6.1011 4.6128 0.8050 0.017
H 4.6807 -1.5907 -0.2358 0.001
H 2.4477 -1.3401 3.4600 -0.001
H 2.7166 -3.1426 -1.1600 0.003
H 0.5176 -2.7597 2.3014 0.003
P 0.2669 0.1135 -1.7288 0.058
C -2.6532 -2.5010 0.9956 0.010
C -3.3457 -3.7822 1.4499 0.005
H -3.2250 -1.6133 1.3138 0.000
H -1.6658 -2.4131 1.4890 0.001
H -3.3406 -3.7989 2.5499 0.001
H -4.4033 -3.8265 1.1467 0.000
H -2.8111 -4.6730 1.1034 0.000
C -2.4906 -3.7099 -2.0653 0.039
C -3.8057 -4.4046 -2.3224 0.018
H -1.7983 -4.5125 -1.6995 0.002
H -2.0325 -3.3598 -3.0059 0.003
H -3.5825 -5.3503 -2.8322 0.004
H -4.3210 -4.6721 -1.3935 0.000
H -4.4656 -3.8355 -2.9865 0.000
C -3.6525 -1.1096 -1.3106 0.032
C -5.0839 -1.5531 -1.0058 0.018
H -3.5068 -0.9188 -2.3845 0.000
H -3.4043 -0.1886 -0.7567 0.002
H -5.7565 -0.7885 -1.4179 0.004
H -5.3403 -2.5132 -1.4779 0.000
H -5.2746 -1.6206 0.0718 0.000
C -0.8691 1.5267 -1.6472 -0.002
C -2.1233 1.5505 -2.5078 0.000
H -0.2486 2.3805 -1.9400 0.000
H -1.0910 1.6597 -0.5829 0.000
H -2.1368 2.4832 -3.0884 0.000
H -2.1783 0.7209 -3.2152 0.000
H -3.0282 1.5361 -1.8930 0.000
C 0.4185 -0.1110 -3.5542 0.002
C 1.5145 -1.1104 -3.9007 0.003
H 0.6296 0.8785 -3.9897 0.000
H -0.5535 -0.4239 -3.9585 0.000
H 1.2411 -1.6854 -4.7928 0.000
H 2.4614 -0.5985 -4.1176 0.000
H 1.6903 -1.8340 -3.0938 0.001
C 1.8732 0.9271 -1.2884 0.030
C 1.9143 2.4015 -0.8851 0.005
H 2.5204 0.7686 -2.1610 0.002
H 2.3029 0.3345 -0.4733 0.000
H 2.9530 2.6795 -0.6664 0.002
H 1.5587 3.0666 -1.6810 0.000
H 1.3298 2.5944 0.0236 0.000
C -1.8392 2.1684 3.8850 0.064
S -1.4607 2.1867 2.1196 0.296
C -1.1377 3.9420 1.9334 0.058
O -0.1564 1.4661 1.9376 0.556
H -2.5134 3.0097 4.0992 0.003
H -0.8998 2.2397 4.4504 0.006
H -2.3546 1.2237 4.1031 0.000
H -0.0552 4.1157 1.8710 0.002
H -1.6306 4.2642 1.0058 0.001
H -1.5791 4.4838 2.7823 0.007
```

---

6.
Formula: C6H8
Source: OMol25
Level of theory: wB97M-V/def2-TZVPD

Computed properties:
E_HOMO (spin up / spin down) = -6.1 / -6.1 eV
lowest unoccupied orbital energy (spin up / spin down) = 1.10 / 1.09 eV
max |F| = 3.44 eV/A

The geometry in XYZ format:
```
14
Properties=species:S:1:pos:R:3:nbo_charge:R:1
C 1.8693 0.9407 -0.1201 -0.177
C 2.1262 0.2573 0.9758 -0.121
C 0.1016 -1.2580 -0.5378 -0.425
C -0.8310 -0.4757 0.3290 -0.341
C 1.2411 -0.3121 -0.1172 0.027
C -1.7565 0.5971 -0.1864 -0.654
H 2.0160 1.8059 -0.7196 0.224
H 2.4107 0.3545 1.9892 0.233
H 0.1945 -2.2861 -0.2158 0.219
H -0.0545 -1.2579 -1.6300 0.211
H -1.0242 -0.9526 1.3308 0.196
H -1.3751 1.6487 -0.4613 0.189
H -2.6592 0.7868 0.3970 0.221
H -2.2588 0.1514 -1.0336 0.200
```

---

What ΔE to the lowest compared entry with this formula, charge and spin values result from the calculations? In sequence: 32.3; 50.8; 13.1; 195.4; 69.4; 126.3 kcal per mole.